Formula: C21H68N8O13
Source: the OMol25 dataset
Level of theory: wB97M-V/def2-TZVPD

```
! wB97M-V def2-TZVPD RIJCOSX def2/J DEFGRID3
* xyz 0 1
C -2.49558 -1.67382 2.88023
C -2.57352 -2.09263 1.38149
O -3.75115 -1.71873 0.78138
H -1.50743 -1.71505 3.25247
H -3.23723 -2.20068 3.39436
H -2.69572 -0.69243 2.97669
H -2.46820 -3.20707 1.37959
H -1.69159 -1.67214 0.90602
H -3.86783 -0.76620 0.81884
C 3.11109 -3.24992 3.18896
C 2.65459 -2.11178 2.33379
O 1.27810 -2.12633 2.29271
H 4.21245 -3.29147 3.29447
H 2.84795 -4.19214 2.82891
H 2.71665 -3.11908 4.16437
H 3.02257 -2.16257 1.36992
H 2.92487 -1.20826 2.86884
H 0.97708 -1.62327 1.53743
C 0.74427 0.51940 4.50868
C 0.40934 1.77529 3.70544
O -0.91601 1.64544 3.44395
H 0.33918 0.70384 5.45279
H 1.80909 0.33082 4.64087
H 0.30999 -0.33041 4.05711
H 1.04360 1.87246 2.80641
H 0.57910 2.72405 4.14757
H -1.32657 2.52468 3.23134
C -3.99406 0.36097 -2.66230
C -4.64195 -0.94839 -2.23677
O -3.62800 -1.86333 -1.91884
H -3.74477 0.98002 -1.83795
H -4.72096 0.95941 -3.28444
H -3.15728 0.17185 -3.29548
H -5.29136 -1.40860 -3.05224
H -5.28469 -0.79905 -1.41886
H -3.35059 -1.68360 -1.00990
C 4.09731 1.30036 2.34353
C 3.59455 1.48736 0.87995
O 2.89980 2.73820 0.84409
H 4.79486 2.06043 2.66798
H 4.67136 0.41031 2.50583
H 3.31534 1.27128 3.14975
H 2.95850 0.62482 0.76664
H 4.34371 1.41947 0.07051
H 3.51071 3.49904 0.66006
C -1.10685 3.98095 1.04465
C -0.09817 4.36074 -0.04801
O 0.74259 5.38106 0.49453
H -0.61356 3.33955 1.75390
H -1.92274 3.29479 0.65779
H -1.58388 4.83599 1.55303
H -0.48262 4.66428 -0.98243
H 0.43667 3.47660 -0.27659
H 1.48081 5.40692 -0.11879
C -1.25745 2.49227 -3.97212
C -1.61822 3.79506 -4.62138
O -1.21644 4.84204 -3.75560
H -1.69586 1.67066 -4.52118
H -1.61764 2.49215 -2.89734
H -0.17575 2.45548 -3.97421
H -2.69088 3.90668 -4.65387
H -1.29465 3.89363 -5.61599
H -0.27282 4.77697 -3.47875
C -1.16323 0.58442 -0.77819
C -0.26088 0.39672 0.47070
O 0.66991 -0.68938 0.23947
H -0.53172 1.04536 -1.43022
H -1.96841 1.29289 -0.62297
H -1.58841 -0.31292 -1.11789
H -0.83869 0.28331 1.36208
H 0.34336 1.26875 0.69437
H 0.48193 -1.12408 -0.59705
C 0.87734 -4.55722 -0.30324
O 0.08900 -3.40467 -0.07924
N 1.03541 -5.19859 -1.36835
N 1.51321 -5.16164 0.66198
H 0.51690 -4.82531 -2.14027
H 1.71468 -5.92890 -1.57663
H 1.16008 -4.84979 1.53502
H 1.98507 -6.07141 0.62688
C 4.39843 -1.46136 -0.76798
O 5.01674 -0.80657 0.22883
N 5.01000 -2.19107 -1.63220
N 3.08730 -1.53192 -1.02592
H 5.97665 -2.55508 -1.51412
H 4.57808 -2.62145 -2.39430
H 2.52743 -0.95057 -0.34378
H 2.50168 -1.99710 -1.78723
C -0.17835 -2.59495 -3.18890
O 0.41620 -1.66107 -2.27963
N 0.52284 -3.48789 -3.81750
N -1.42893 -2.62889 -3.49474
H 1.53905 -3.52100 -3.68816
H 0.11836 -4.23749 -4.43726
H -2.09168 -2.09248 -2.92271
H -1.84423 -3.08048 -4.27756
C -4.31147 1.78801 1.96244
O -5.54253 2.33172 1.76352
N -3.62934 1.25675 0.98773
N -3.81124 1.67006 3.15297
H -3.89868 1.43558 0.04161
H -2.74247 0.89543 1.28488
H -4.37153 2.16594 3.92136
H -2.91063 1.33472 3.49633
C 2.19278 1.34027 -2.34070
O 2.02097 2.54464 -1.77392
H 3.05137 0.88730 -1.95418
H 2.27048 1.31139 -3.43830
H 1.40292 0.68008 -1.94239
H 2.26016 2.44161 -0.79849
*
```

Results
Lowest unoccupied orbital energy (eV): -0.4
Energy relative to the best compared isomer or geometry (same formula, charge and spin) (kJ/mol): 78.48
Electronic energy (Ha): -2256.90230
E_HOMO (eV): -8.728


Formula: C21H6Cl72NO4P
Source: the OMol25 dataset
Level of theory: wB97M-V/def2-TZVPD

```
! wB97M-V def2-TZVPD RIJCOSX def2/J DEFGRID3
* xyz 0 1
N 2.42257 -2.33035 -0.72722
P 1.04656 -1.34195 -1.30360
O 1.14676 0.19496 -0.54517
C -0.48102 -2.32101 -0.75230
C -1.01970 -3.22089 -1.97205
O -2.41016 -3.46185 -1.55106
C -2.62815 -2.76518 -0.29263
O -3.35334 -3.07413 0.65880
O -1.72216 -1.63493 -0.43489
H 2.65884 -2.98928 -1.49437
H 2.02059 -2.95462 0.00838
H 0.35414 0.69547 -0.86861
H -0.34804 -3.02346 0.14439
H -0.88846 -2.62709 -2.95179
H -0.43922 -4.20137 -1.86029
C 1.15218 3.50214 1.02183
Cl 2.48123 3.26648 -0.12919
Cl -0.39342 3.50048 0.14155
Cl 1.15769 2.18356 2.21291
Cl 1.35691 5.05659 1.85823
C 1.72641 4.02392 -3.92060
Cl 2.87042 5.16606 -3.18478
Cl 0.07549 4.66508 -3.78185
Cl 2.13093 3.79761 -5.64051
Cl 1.82698 2.46414 -3.07672
C 1.15012 5.57007 6.14585
Cl 1.62441 6.94851 5.12936
Cl -0.60734 5.60129 6.40413
Cl 1.60288 4.05520 5.33622
Cl 1.98120 5.67558 7.71245
C -4.44774 -6.40766 1.27057
Cl -4.71807 -5.66396 -0.31927
Cl -5.29235 -5.46512 2.51738
Cl -5.07177 -8.07162 1.26414
Cl -2.70605 -6.43090 1.62447
C 5.79207 4.67848 2.29846
Cl 6.45165 3.03759 2.46771
Cl 5.43928 5.00099 0.58675
Cl 4.29761 4.81739 3.24957
Cl 6.98150 5.85910 2.88916
C 3.97441 8.12812 -5.68113
Cl 3.72257 8.92471 -7.25007
Cl 3.12269 9.03314 -4.41041
Cl 3.33893 6.47077 -5.74531
Cl 5.71209 8.08277 -5.31199
C 5.17926 0.78503 5.52739
Cl 3.73853 1.50045 4.77392
Cl 6.00823 -0.25482 4.34868
Cl 6.27781 2.07901 6.05272
Cl 4.69179 -0.18506 6.93359
C -4.65173 -8.05369 -3.57855
Cl -6.10589 -7.35743 -4.32335
Cl -3.82906 -9.10285 -4.75285
Cl -3.55544 -6.74470 -3.08523
Cl -5.11562 -9.00868 -2.15501
C 6.52769 -4.32783 3.00649
Cl 4.76415 -4.31865 2.78961
Cl 7.24864 -5.55849 1.94728
Cl 7.18339 -2.73017 2.58972
Cl 6.91408 -4.70287 4.69923
C 2.64053 10.30989 -0.44116
Cl 3.29459 8.66371 -0.29993
Cl 2.28047 10.65945 -2.14621
Cl 1.15029 10.43940 0.51736
Cl 3.83644 11.47651 0.16236
C 2.31641 -1.23295 10.41246
Cl 3.38918 -2.06466 9.26051
Cl 3.22702 -0.83439 11.88476
Cl 1.70134 0.26066 9.67310
Cl 0.95166 -2.29204 10.82861
C -5.73434 -3.23602 -5.67645
Cl -5.27996 -1.85692 -6.69847
Cl -7.48993 -3.21851 -5.40319
Cl -5.27702 -4.75057 -6.48338
Cl -4.89077 -3.11948 -4.11638
C -4.41572 4.04640 -1.63883
Cl -4.65846 4.82293 -3.21851
Cl -5.27758 4.96663 -0.38739
Cl -5.04430 2.38554 -1.69181
Cl -2.67980 4.01061 -1.25756
C -2.62967 1.28672 -5.58966
Cl -1.50015 2.44457 -4.85576
Cl -4.28771 1.91026 -5.45741
Cl -2.21666 1.06070 -7.30359
Cl -2.51400 -0.27074 -4.74319
C 3.02191 -0.27621 -5.77661
Cl 1.57446 0.44151 -6.51841
Cl 3.83847 -1.32109 -6.96000
Cl 4.13162 1.01464 -5.26382
Cl 2.54283 -1.24013 -4.36258
C 1.84374 -6.20214 11.11779
Cl 2.31820 -4.82301 10.10419
Cl 0.08569 -6.16878 11.37669
Cl 2.29427 -7.71824 10.30735
Cl 2.67511 -6.09853 12.68452
C -8.32390 5.70878 2.36374
Cl -8.46779 4.46318 3.62196
Cl -6.62496 6.21005 2.21857
Cl -8.88128 5.04976 0.81100
Cl -9.31972 7.11277 2.80321
C -4.39406 -11.29093 -8.07377
Cl -5.06181 -12.64702 -9.00729
Cl -5.67676 -10.56422 -7.08340
Cl -3.09389 -11.88270 -7.01653
Cl -3.74195 -10.06951 -9.18708
*
```

Results
Lowest unoccupied orbital energy (eV): -0.2
Energy relative to the best compared isomer or geometry (same formula, charge and spin) (kJ/mol): 0.00
Electronic energy (Ha): -34634.39336
E_HOMO (eV): -9.076